(1)
Computed, not measured: a single C4H7NO2 molecule, with ωB97M-V with the def2-TZVPD basis set.

Cartesian coordinates (Å):
C (-0.48668, 1.34011, -0.48435)
N (0.43896, 1.12776, -1.36840)
O (0.44483, -0.29201, -1.48930)
C (1.25108, -0.84605, -0.38003)
C (0.38363, -0.71976, 0.87409)
O (-0.90552, -0.98174, 0.52305)
C (-1.44428, 0.37108, 0.27588)
H (-0.87910, 2.58608, -0.76335)
H (2.15581, -0.22850, -0.07990)
H (1.87533, -1.93564, -0.69776)
H (0.76623, -1.54419, 1.29834)
H (0.47670, 0.29324, 1.13821)
H (-2.49929, 0.30021, -0.19393)
H (-1.57769, 0.52942, 1.34745)

Properties
Kohn-Sham gap, Eh: 0.389
HOMO, eV: -9.69
Energy relative to the best compared isomer or geometry (same formula, charge and spin), kcal/mol: 165.7
E, eV: -9840.094

Atom charges from the Löwdin analysis, given in e for atoms 1 to 6:
1. C -0.13
2. N 0.05
3. O -0.19
4. C -0.16
5. C -0.28
6. O -0.13

(2)
Computed, not measured: a molecular structure, C3H5NO2S, with ωB97M-V with the def2-TZVPD basis set.

Cartesian coordinates (Å):
C (1.84517, -0.01583, 0.82100)
C (0.53937, 0.05147, 0.87049)
C (-1.12906, 0.63473, -1.72805)
N (-0.35631, -0.90974, 1.42826)
O (-1.53576, -0.81224, 1.19727)
O (0.16189, -1.79120, 2.08532)
S (-0.71078, 1.59329, -0.25746)
H (2.44654, 0.72455, 0.32955)
H (2.35160, -0.84401, 1.30417)
H (-0.90061, 1.25089, -2.59528)
H (-2.18447, 0.38473, -1.70011)
H (-0.52757, -0.26665, -1.75516)

Properties
Kohn-Sham gap, Eh: 0.307
HOMO, eV: -9.10
Energy relative to the best compared isomer or geometry (same formula, charge and spin), kcal/mol: 126.7
E, eV: -19607.017

Atom charges from the Löwdin analysis, given in e for atoms 1 to 6:
1. C 0.06
2. C -0.25
3. C -0.47
4. N -0.44
5. O 0.05
6. O 0.07